<a>
{"formula": "C7H9Br3O6", "method": "the ωB97M-V functional and the def2-TZVPD basis", "homo_lumo_gap_ev": 9.5, "smiles": "BrC(Br)Br.O=C1OCCO1.O=C1OCCO1", "homo_energy_ha": -0.3868, "e_lumo_ev": -0.99, "charge": 0, "species": ["C", "Br", "Br", "Br", "H", "C", "C", "O", "C", "O", "O", "H", "H", "H", "H", "C", "C", "O", "C", "O", "O", "H", "H", "H", "H"], "positions_angstrom": [[7.46, -8.90, 7.66], [7.18, -10.63, 8.62], [9.33, -8.98, 6.77], [7.39, -7.19, 8.66], [6.64, -8.92, 6.93], [8.51, -8.72, 11.72], [9.67, -7.78, 12.14], [9.37, -7.49, 13.49], [8.28, -8.11, 13.82], [7.73, -7.98, 14.94], [7.68, -8.69, 12.79], [8.96, -9.68, 11.49], [8.08, -8.34, 10.79], [9.56, -6.89, 11.53], [10.64, -8.23, 11.94], [8.03, -5.96, 4.60], [7.33, -5.66, 3.32], [5.98, -5.64, 3.72], [5.78, -6.03, 4.99], [4.70, -6.12, 5.58], [7.01, -6.33, 5.49], [8.57, -5.12, 5.03], [8.66, -6.82, 4.39], [7.63, -6.29, 2.48], [7.64, -4.64, 3.07]], "lowdin_charge": [-1.38, 0.55, 0.47, 0.63, -0.03, -0.20, -0.10, 0.11, -0.56, 0.10, 0.10, 0.12, 0.01, 0.12, 0.13, -0.16, -0.12, 0.08, -0.51, 0.13, -0.01, 0.14, 0.11, 0.14, 0.13]}

=====

<b>
{"formula": "C7H9Br3O6", "method": "the ωB97M-V functional and the def2-TZVPD basis", "homo_lumo_gap_ev": 10.2, "homo_energy_ha": -0.3788, "e_lumo_ev": -0.15, "charge": 0, "species": ["C", "Br", "Br", "Br", "H", "C", "C", "O", "C", "O", "O", "H", "H", "H", "H", "C", "C", "O", "C", "O", "O", "H", "H", "H", "H"], "positions_angstrom": [[0.28, -2.04, -1.82], [2.12, -2.13, -1.07], [-0.27, -3.72, -2.63], [0.22, -0.55, -2.99], [-0.25, -1.84, -0.90], [1.12, 1.79, -0.42], [0.62, 3.23, -0.28], [0.94, 3.84, -1.53], [1.83, 3.05, -2.19], [2.39, 3.32, -3.19], [1.94, 1.85, -1.58], [0.23, 1.20, -0.68], [1.53, 1.37, 0.49], [1.13, 3.72, 0.55], [-0.46, 3.28, -0.23], [-2.04, -1.48, 1.17], [-1.63, -2.49, 2.24], [-0.70, -1.72, 2.99], [-0.17, -0.77, 2.20], [0.85, -0.21, 2.40], [-0.88, -0.66, 1.05], [-2.90, -0.89, 1.47], [-2.30, -1.94, 0.22], [-1.08, -3.37, 1.90], [-2.50, -2.82, 2.81]], "lowdin_charge": [-1.59, 0.55, 0.57, 0.68, -0.08, -0.15, -0.10, 0.06, -0.58, 0.17, 0.01, 0.08, 0.12, 0.13, 0.13, -0.12, -0.10, 0.07, -0.57, 0.17, 0.02, 0.13, 0.13, 0.14, 0.13]}

=====

It turns out <b> is the most stable, with the second structure 26.1 kcal/mol higher.

=====

<a>
{"formula": "C4H10NOS", "method": "the ωB97M-V functional and the def2-TZVPD basis", "homo_lumo_gap_ev": 6.4, "homo_energy_ha": -0.1011, "e_lumo_ev": 3.61, "charge": -1, "species": ["C", "N", "C", "O", "C", "C", "S", "H", "H", "H", "H", "H", "H", "H", "H", "H", "H"], "positions_angstrom": [[-0.30, 0.43, -1.04], [0.47, 1.18, -0.05], [2.33, 0.67, 0.05], [3.28, 1.12, -0.71], [-0.92, -0.98, -0.38], [-1.73, -0.74, 0.87], [-1.48, -1.78, 2.37], [-0.89, 0.98, -1.81], [0.28, -0.30, -1.78], [0.03, 1.98, 0.17], [2.30, 0.52, 1.16], [2.09, -0.35, -0.33], [-0.04, -1.55, -0.20], [-1.55, -1.45, -1.25], [-2.80, -0.66, 0.90], [-1.15, 0.21, 1.25], [0.08, 0.70, 0.79]], "lowdin_charge": [-0.22, 0.00, -0.30, -0.19, -0.27, -0.79, 0.04, 0.10, 0.12, 0.06, 0.09, 0.07, 0.06, 0.12, 0.00, 0.02, 0.08]}

=====

<b>
{"formula": "C4H10NOS", "method": "the ωB97M-V functional and the def2-TZVPD basis", "homo_lumo_gap_ev": 6.4, "homo_energy_ha": -0.0998, "e_lumo_ev": 3.71, "charge": -1, "species": ["C", "C", "C", "S", "H", "H", "H", "H", "H", "H", "H", "C", "N", "O", "H", "H", "H"], "positions_angstrom": [[1.46, -0.24, 0.84], [1.57, 1.21, 0.37], [0.37, 2.07, 0.81], [-1.19, 1.50, 0.09], [2.29, -0.86, 0.45], [0.49, -0.65, 0.44], [1.46, -0.31, 1.91], [2.50, 1.69, 0.74], [1.59, 1.21, -0.73], [0.54, 3.13, 0.49], [0.31, 2.07, 1.93], [-1.52, -2.28, -1.46], [-2.31, -1.30, -0.93], [-0.27, -2.31, -1.41], [-2.09, -3.08, -1.97], [-1.86, -0.42, -0.52], [-3.33, -1.42, -1.05]], "lowdin_charge": [-0.16, -0.39, -0.76, 0.24, 0.06, 0.03, 0.05, 0.09, 0.09, 0.04, 0.04, -0.43, 0.07, -0.06, 0.10, -0.09, 0.09]}

=====

It turns out <b> is the most stable, with the second structure 107.1 kcal/mol higher.

=====

<a>
{"formula": "C5H12O2", "method": "the ωB97M-V functional and the def2-TZVPD basis", "homo_lumo_gap_ev": [9.2, 6.7], "s2": 0.75, "homo_energy_ha": [-0.5474, -0.5473], "spin_multiplicity": 2, "e_lumo_ev": [-5.68, -8.21], "charge": 1, "species": ["C", "C", "C", "O", "C", "C", "H", "H", "H", "H", "H", "H", "H", "H", "H", "H", "H", "H", "O"], "positions_angstrom": [[-2.40, -1.40, -1.97], [-1.12, -0.71, -1.46], [1.45, -0.64, 1.32], [2.30, 0.44, 1.16], [0.10, -0.44, 0.72], [-0.65, -1.22, -0.16], [-2.66, -1.02, -2.95], [-3.17, -1.25, -1.23], [-2.26, -2.45, -2.13], [-1.17, 0.37, -1.51], [-0.26, -0.96, -2.12], [1.88, -1.60, 0.99], [1.29, -0.79, 2.40], [2.48, 0.59, 0.22], [-0.45, 0.48, 0.95], [-0.33, -2.26, -0.17], [-0.24, 2.61, 1.10], [-0.23, 3.90, 0.26], [0.34, 3.18, 0.57]], "lowdin_spin": [0.04, 0.06, 0.07, 0.01, 0.36, 0.36, 0.00, 0.00, 0.00, 0.00, 0.03, 0.00, 0.03, 0.00, 0.02, 0.03, 0.00, 0.00, 0.00]}

=====

<b>
{"formula": "C5H12O2", "method": "the ωB97M-V functional and the def2-TZVPD basis", "homo_lumo_gap_ev": [8.8, 4.7], "s2": 0.76, "homo_energy_ha": [-0.5198, -0.5185], "spin_multiplicity": 2, "e_lumo_ev": [-5.30, -9.39], "charge": 1, "species": ["C", "C", "O", "H", "H", "H", "H", "C", "C", "C", "O", "H", "H", "H", "H", "H", "H", "H", "H"], "positions_angstrom": [[-2.10, -1.85, -0.05], [-0.87, -2.44, 0.18], [-0.28, -2.78, 1.37], [-2.37, -1.66, -1.12], [-2.79, -1.72, 0.76], [-0.25, -2.74, -0.68], [0.48, -3.37, 1.15], [0.48, 2.67, 0.20], [0.40, 1.17, 0.16], [1.57, 0.55, -0.56], [-0.80, 0.89, -0.59], [-0.39, 3.18, 0.67], [0.66, 3.10, -0.83], [1.36, 3.00, 0.78], [0.35, 0.85, 1.21], [2.60, 0.73, -0.10], [1.56, 0.95, -1.54], [1.41, -0.51, -0.68], [-1.03, -0.01, -0.34]], "lowdin_spin": [0.45, 0.22, 0.22, 0.01, 0.02, 0.00, 0.00, 0.01, 0.01, 0.00, 0.05, 0.00, 0.00, 0.00, 0.00, 0.00, 0.00, 0.00, 0.01]}

=====

It turns out <a> is the most stable, with the second structure 4.4 kcal/mol higher.

=====

<a>
{"formula": "CH4IN", "method": "the ωB97M-V functional and the def2-TZVPD basis", "homo_lumo_gap_ev": 8.5, "homo_energy_ha": -0.3292, "e_lumo_ev": -0.41, "charge": 0, "species": ["C", "N", "I", "H", "H", "H", "H"], "positions_angstrom": [[-0.06, -0.63, -0.13], [-0.38, 0.79, -0.22], [-0.55, 1.71, 1.59], [-0.82, -1.17, 0.44], [-0.04, -1.02, -1.15], [0.91, -0.83, 0.34], [0.95, 1.16, -0.87]], "lowdin_charge": [-0.39, -0.67, 0.67, 0.06, 0.07, 0.05, 0.22]}

=====

<b>
{"formula": "CH4IN", "method": "the ωB97M-V functional and the def2-TZVPD basis", "homo_lumo_gap_ev": 8.1, "homo_energy_ha": -0.3149, "e_lumo_ev": -0.51, "charge": 0, "species": ["C", "N", "I", "H", "H", "H", "H"], "positions_angstrom": [[0.07, 0.37, 0.58], [0.20, -0.15, -0.69], [-0.12, -2.22, -0.85], [-0.70, 0.97, 0.86], [0.16, -0.49, 1.24], [0.96, 1.02, 0.69], [-0.56, 0.51, -1.82]], "lowdin_charge": [-0.38, -0.64, 0.64, 0.03, 0.03, 0.09, 0.23]}

=====

<c>
{"formula": "CH4IN", "method": "the ωB97M-V functional and the def2-TZVPD basis", "homo_lumo_gap_ev": 8.5, "smiles": "CNI", "homo_energy_ha": -0.3241, "e_lumo_ev": -0.34, "charge": 0, "species": ["C", "N", "I", "H", "H", "H", "H"], "positions_angstrom": [[-0.02, -0.21, 0.24], [0.98, 0.76, 0.18], [2.93, -0.04, -0.13], [0.09, -0.91, 1.23], [-0.97, 0.39, 0.44], [-0.01, -0.96, -0.69], [0.68, 1.62, -0.55]], "lowdin_charge": [-0.41, -0.63, 0.64, 0.10, 0.09, 0.09, 0.13]}

=====

It turns out <c> is the most stable, with the second structure 28.4 kcal/mol higher.